DFT (the ωB97M-V functional and the def2-TZVPD basis) results for 2 unconnected molecules or ions with the total composition C6H17N4O2S at a distorted geometry.

Each atom is followed by the atoms it is bonded to, with distances in Å.
Positions of all 30 atoms, in Å:
1 C 2.92340 -0.24271 0.33981  N7 1.229, N8 1.580, N9 1.228
2 C -2.38874 0.70803 -1.33398  C5 1.546, H14 1.056, H15 1.146, H16 1.051
3 C -1.78794 1.59987 1.77955  C6 1.505, H17 1.037, H18 1.098, H19 1.082
4 C -0.69935 -2.12428 -1.41525  S13 1.764, H20 1.035, H21 1.107, H22 1.131
5 C -0.86585 0.82331 -1.09542  C2 1.546, N10 1.471, H23 1.083, H24 1.122
6 C -0.44704 1.02568 1.40866  C3 1.505, N10 1.511, H25 1.036, H26 1.078
7 N 2.55495 0.89003 0.03889  C1 1.229, N8 1.514
8 N 4.04976 0.74712 -0.15734  C1 1.580, N7 1.514, H27 1.065, H28 1.055
9 N 2.62685 -1.35514 0.76805  C1 1.228, H29 1.125, H30 1.070
10 N -0.37679 0.20111 0.14450  C5 1.471, C6 1.511, S13 1.672
11 O -2.13373 -1.58166 0.59802  S13 1.383
12 O 0.21980 -2.04476 1.00084  S13 1.464
13 S -0.82286 -1.41003 0.19254  C4 1.764, N10 1.672, O11 1.383, O12 1.464
14 H -2.89892 1.62998 -1.27077  C2 1.056
15 H -2.49980 0.21942 -2.36485  C2 1.146
16 H -2.77465 0.08095 -0.58334  C2 1.051
17 H -1.75757 1.77014 2.80156  C3 1.037
18 H -1.82406 2.55868 1.24571  C3 1.098
19 H -2.49632 0.83742 1.48351  C3 1.082
20 H -1.59647 -1.92002 -1.88833  C4 1.035
21 H 0.26816 -1.91420 -1.90950  C4 1.107
22 H -0.63049 -3.25179 -1.35094  C4 1.131
23 H -0.61375 1.87555 -1.04961  C5 1.083
24 H -0.28583 0.30174 -1.90208  C5 1.122
25 H -0.01020 0.41748 2.12493  C6 1.036
26 H 0.29667 1.79364 1.26868  C6 1.078
27 H 4.66952 1.48843 0.28945  N8 1.065
28 H 4.34936 0.49615 -1.13758  N8 1.055
29 H 1.54628 -1.56009 1.00313  N9 1.125
30 H 3.40560 -2.06003 0.97116  N9 1.070

Properties
Relative energy (zero: lowest compared OMol25 entry of this formula, charge and spin), kcal/mol: 83.18
HOMO level, eV: -12.7822
Net charge: +1